This record from the OMol25 dataset describes C2H8NO2 as an isolated structure in a non-equilibrium geometry. The level of theory is ωB97M-V/def2-TZVPD.

As for the LUMO energy: 3.4 eV. Its total charge is -1. Its energy relative to the best compared isomer or geometry (same formula, charge and spin) is 136.0 kcal/mol. The spin multiplicity is 1.

Geometry (Å):
C1 0.150 -0.287 -0.359
O1 1.145 -1.150 0.146
C2 0.589 1.180 -0.170
N1 -1.064 2.166 -0.428
H1 -0.747 -0.424 0.245
H2 -0.086 -0.606 -1.382
H3 1.618 1.367 0.089
H4 -0.116 1.428 0.670
H5 -0.849 3.012 0.121
H6 0.171 1.865 -1.013
H7 -1.040 -3.636 0.583
H8 0.613 -1.908 0.587
O2 -0.385 -3.006 0.910

Cartesian forces, eV/Å:
0.6 -0.9 0.3
0.1 0.7 0.3
-2.0 -1.3 1.2
0.0 0.7 -0.7
-0.3 -0.1 -0.3
0.0 0.5 -0.2
0.2 0.7 -0.2
1.4 -0.3 0.5
0.2 0.0 -0.1
-0.1 0.2 -0.6
0.3 0.4 0.0
-0.2 -0.4 -0.6
-0.2 -0.2 0.4

This record from the OMol25 dataset describes a 2-piece molecular cluster, C2H8NO2 overall. The level of theory is ωB97M-V/def2-TZVPD.

As for the LUMO energy (spin up / spin down): 0.7 / -3.3 eV. Its total charge is 0. Its expectation value of S² is 0.754. Its energy relative to the best compared isomer or geometry (same formula, charge and spin) is 21.0 kcal/mol. The spin multiplicity is 2.

Geometry (Å):
C1 -0.009 0.588 1.015
O1 -1.341 0.450 0.566
C2 0.925 -0.557 0.690
N1 1.173 -0.761 -0.743
H1 -0.081 0.667 2.104
H2 0.438 1.524 0.669
H3 0.484 -1.459 1.119
H4 1.889 -0.427 1.181
H5 0.493 -0.273 -1.302
H6 1.108 -1.730 -1.001
H7 -2.207 1.088 -1.879
H8 -1.384 0.460 -0.412
O2 -1.488 0.430 -2.008

Cartesian forces, eV/Å:
0.5 0.3 0.2
-0.3 -0.2 0.0
-0.2 -0.9 -0.3
0.0 0.5 0.1
0.0 0.0 -0.1
-0.1 0.2 -0.2
-0.1 -0.1 0.1
0.0 0.3 0.2
-0.1 0.1 -0.2
0.0 -0.2 0.0
0.2 -0.2 -0.3
0.5 -0.1 0.6
-0.4 0.3 -0.3